{
  "formula": "C8H8N3OS",
  "method": "ωB97M-V/def2-TZVPD",
  "gap_ev": [6.53, 6.09],
  "total_energy_ha": -946.87952,
  "largest_force_ev_per_a": 6.34,
  "e_above_lowest_kcal_mol": 37.9,
  "homo_ev": [-11.510, -11.439],
  "total_charge": 1,
  "symbols": ["C", "C", "C", "C", "C", "C", "C", "C", "N", "N", "N", "O", "S", "H", "H", "H", "H", "H", "H", "H", "H"],
  "positions_angstrom": [[-1.965065, -0.146119, 0.449340], [-2.583592, 1.967545, -2.140434], [-1.857893, 0.623693, -0.661790], [-0.668015, 1.293016, -1.262732], [0.647113, 1.022144, -1.150445], [2.479110, -0.692014, 0.200675], [-1.016765, -0.884144, 1.418925], [0.333634, -0.352678, 1.283682], [-3.010452, 1.142223, -1.248977], [1.488026, -1.012003, 1.094660], [3.767403, -0.997360, 0.531423], [-1.246046, 2.087639, -2.213844], [2.141836, 0.400495, -1.122261], [-3.044727, -0.327386, 0.847023], [-3.137715, 2.386065, -2.955445], [-1.528887, -0.832785, 2.405025], [-1.306770, -1.864809, 0.844078], [0.496184, 0.703560, 1.178105], [1.572172, -1.854117, 1.677514], [3.986332, -1.686873, 1.134193], [4.454116, -0.976092, -0.308715]],
  "forces_ev_per_angstrom": [[-2.156, 0.440, 1.283], [-0.344, -1.924, 1.024], [0.745, -0.148, 2.286], [0.358, -1.758, -0.249], [-1.527, -0.216, 0.521], [-0.271, 0.510, 2.669], [-2.214, -0.980, -2.402], [0.507, 1.561, -1.013], [-0.095, 0.697, -1.397], [0.540, -1.612, 0.060], [0.116, 2.786, -5.694], [1.492, 1.415, -0.576], [0.142, 0.032, -0.965], [1.862, 0.474, -1.222], [-0.241, 0.625, 0.076], [0.748, -0.211, -0.500], [1.544, 0.621, 1.870], [-0.565, 0.354, 0.275], [0.337, -0.011, -0.744], [0.554, -2.742, 2.701], [-1.531, 0.088, 1.998]]
}